{"formula": "C30H44As2CuN5OSeSi", "method": "ωB97M-V with the def2-TZVPD basis set", "species": ["Cu", "C", "As", "C", "C", "C", "C", "C", "C", "C", "As", "C", "C", "H", "H", "H", "H", "H", "H", "H", "H", "H", "H", "H", "H", "H", "H", "H", "H", "C", "C", "C", "C", "C", "N", "C", "O", "N", "C", "C", "C", "C", "N", "C", "C", "C", "H", "H", "H", "H", "H", "H", "H", "H", "H", "H", "H", "H", "H", "C", "N", "C", "C", "N", "C", "H", "H", "H", "H", "H", "H", "C", "Si", "C", "C", "Se", "H", "H", "H", "H", "H", "H", "H", "H", "H"], "xyz": [[-0.58, -1.16, -0.47], [-0.67, 0.59, 2.94], [-0.69, -1.13, 1.99], [0.61, -2.02, 3.15], [-2.37, -2.05, 2.50], [-2.88, -1.94, 3.80], [-4.06, -2.56, 4.16], [-4.74, -3.33, 3.20], [-4.23, -3.44, 1.88], [-3.01, -2.83, 1.54], [-2.24, -3.04, -0.26], [-3.83, -2.92, -1.39], [-1.89, -4.95, -0.29], [-1.10, 0.46, 3.91], [-1.24, 1.34, 2.41], [0.39, 0.86, 3.02], [0.30, -2.16, 4.19], [1.55, -1.40, 3.18], [0.83, -2.98, 2.72], [-2.38, -1.31, 4.50], [-4.45, -2.46, 5.16], [-5.70, -3.76, 3.48], [-4.72, -4.00, 1.11], [-4.64, -3.47, -0.95], [-3.59, -3.35, -2.38], [-4.11, -1.89, -1.48], [-2.71, -5.47, 0.18], [-1.00, -5.20, 0.24], [-1.82, -5.28, -1.31], [5.96, 4.48, 1.41], [4.53, 4.29, 1.03], [3.68, 3.58, 1.87], [2.32, 3.36, 1.56], [1.82, 3.82, 0.36], [0.42, 3.60, 0.12], [-0.37, 4.52, -0.52], [-0.02, 5.67, -0.69], [-1.56, 4.04, -1.05], [-2.26, 2.90, -0.54], [-3.35, 2.96, 0.34], [-3.98, 1.82, 0.79], [-3.48, 0.60, 0.35], [-2.45, 0.50, -0.49], [-1.88, 1.63, -0.95], [2.65, 4.49, -0.54], [4.00, 4.70, -0.19], [6.34, 3.61, 1.96], [6.11, 5.40, 1.89], [6.54, 4.57, 0.49], [4.14, 3.23, 2.77], [1.63, 2.89, 2.24], [0.15, 2.61, 0.14], [-2.20, 4.79, -1.31], [-3.74, 3.91, 0.62], [-4.86, 1.91, 1.42], [-3.90, -0.34, 0.65], [-1.04, 1.46, -1.65], [2.24, 4.81, -1.53], [4.73, 5.20, -0.83], [-1.29, -1.65, -6.04], [-0.72, -1.19, -4.81], [0.39, -0.42, -4.67], [0.67, -0.34, -3.34], [-0.27, -1.06, -2.62], [-1.08, -1.54, -3.55], [-1.05, -2.70, -6.16], [-0.88, -1.08, -6.87], [-2.37, -1.57, -6.04], [0.88, -0.01, -5.55], [1.46, 0.19, -2.88], [-1.96, -2.17, -3.39], [4.28, 0.17, -1.19], [3.18, -1.02, -0.31], [2.77, -2.54, -1.27], [3.87, -1.49, 1.40], [1.30, 0.26, 0.15], [5.31, -0.10, -1.43], [4.30, 1.07, -0.57], [3.85, 0.42, -2.16], [3.51, -3.31, -1.09], [2.75, -2.36, -2.34], [1.79, -2.92, -0.99], [4.96, -1.66, 1.35], [3.46, -2.43, 1.82], [3.69, -0.69, 2.09]], "lowdin_spin": [0.361, 0.015, 0.134, 0.014, 0.038, 0.008, 0.002, -0.001, 0.001, -0.002, 0.035, 0.008, 0.011, 0.003, 0.000, 0.000, 0.003, 0.000, 0.000, 0.001, 0.000, 0.000, 0.000, 0.001, 0.000, 0.000, 0.002, 0.000, 0.000, 0.000, 0.000, 0.001, 0.005, 0.006, 0.001, 0.000, 0.000, 0.000, 0.000, 0.000, 0.000, 0.000, -0.001, -0.001, 0.000, 0.001, 0.000, 0.000, 0.000, 0.000, 0.000, 0.001, 0.000, 0.000, 0.000, 0.000, 0.000, 0.000, 0.000, 0.000, 0.000, 0.001, 0.000, 0.031, 0.001, 0.000, 0.000, 0.000, 0.000, 0.000, 0.000, 0.014, 0.027, 0.001, 0.000, 0.271, 0.002, 0.002, 0.000, 0.000, 0.000, 0.000, 0.000, 0.000, 0.000], "homo_lumo_gap_ev": [7.73, 6.49], "s2": 0.7573, "lumo_energy_ev": [-2.083, -3.710], "multiplicity": 2, "total_charge": 1}

***

{"formula": "C30H44BrClN2P2Pd", "method": "ωB97M-V with the def2-TZVPD basis set", "species": ["N", "C", "C", "C", "C", "C", "C", "Pd", "P", "C", "C", "C", "C", "C", "C", "C", "Br", "H", "H", "H", "H", "H", "H", "H", "H", "H", "H", "P", "C", "C", "H", "H", "H", "H", "H", "C", "C", "H", "H", "H", "H", "H", "C", "C", "H", "H", "H", "H", "H", "C", "C", "H", "H", "H", "H", "H", "C", "C", "H", "H", "H", "H", "H", "C", "C", "H", "H", "H", "H", "H", "Cl", "C", "C", "C", "C", "N", "C", "H", "H", "H", "H"], "xyz": [[-5.48, 2.68, -3.64], [-5.18, 2.96, -2.37], [-4.01, 2.48, -1.77], [-3.09, 1.76, -2.58], [-3.45, 1.44, -3.90], [-4.67, 1.93, -4.39], [-1.69, 1.62, -2.11], [-0.60, 0.14, -1.34], [2.87, -0.35, -0.64], [-0.61, 1.20, -3.00], [0.50, 2.17, -3.15], [1.46, 1.88, -4.12], [2.52, 2.75, -4.32], [2.64, 3.93, -3.57], [1.69, 4.21, -2.58], [0.62, 3.35, -2.36], [4.02, 5.10, -3.87], [-1.45, 2.47, -1.44], [-0.86, 0.60, -3.88], [-3.78, 2.73, -0.74], [-2.76, 0.92, -4.57], [-5.89, 3.58, -1.82], [-4.98, 1.71, -5.41], [1.39, 0.96, -4.71], [-0.06, 3.60, -1.54], [3.27, 2.51, -5.07], [1.81, 5.11, -1.97], [-1.16, -2.06, -1.86], [2.81, 1.47, -0.81], [4.21, 2.04, -1.06], [2.35, 1.91, 0.09], [2.13, 1.67, -1.65], [4.26, 3.07, -0.68], [4.98, 1.44, -0.55], [4.45, 2.07, -2.13], [2.45, -0.85, -2.34], [3.72, -0.79, -3.20], [1.64, -0.20, -2.71], [2.06, -1.88, -2.29], [3.49, -1.06, -4.24], [4.19, 0.21, -3.21], [4.46, -1.50, -2.82], [1.69, -0.80, 0.64], [2.37, -1.14, 1.96], [1.07, -1.63, 0.28], [1.03, 0.07, 0.76], [1.63, -1.42, 2.71], [3.05, -1.97, 1.83], [2.94, -0.30, 2.36], [-0.79, -3.37, -0.61], [-1.69, -4.60, -0.67], [-0.84, -2.89, 0.39], [0.27, -3.66, -0.75], [-2.74, -4.36, -0.45], [-1.66, -5.10, -1.65], [-1.35, -5.33, 0.07], [-0.33, -2.74, -3.35], [-1.17, -3.29, -4.50], [0.33, -3.55, -2.99], [0.32, -1.93, -3.71], [-1.76, -4.16, -4.19], [-1.84, -2.54, -4.92], [-0.49, -3.62, -5.30], [-2.98, -2.06, -2.11], [-3.73, -1.51, -0.91], [-3.29, -3.08, -2.38], [-3.15, -1.43, -2.99], [-4.81, -1.68, -1.03], [-3.42, -1.97, 0.03], [-3.58, -0.42, -0.82], [0.09, 3.57, 3.26], [-0.65, 2.16, 2.65], [-1.34, 1.30, 3.50], [-1.85, 0.12, 2.96], [-1.67, -0.16, 1.61], [-1.07, 0.72, 0.79], [-0.54, 1.86, 1.29], [-1.44, 1.53, 4.56], [-2.35, -0.61, 3.58], [-1.97, -1.13, 1.19], [0.06, 2.53, 0.68]], "lowdin_spin": [0.739, 0.077, 0.068, -0.009, 0.071, 0.077, 0.128, 0.486, 0.604, 0.032, 0.155, 0.025, 0.070, 0.167, 0.067, 0.032, 0.305, 0.010, 0.005, 0.006, 0.006, 0.016, 0.017, -0.001, -0.001, 0.000, 0.000, 0.215, 0.079, 0.022, 0.001, 0.013, 0.000, 0.007, 0.001, 0.095, 0.014, 0.018, 0.001, 0.000, 0.000, 0.003, 0.116, 0.020, 0.010, 0.016, 0.000, 0.003, 0.001, 0.048, 0.019, 0.002, 0.000, 0.000, 0.000, 0.004, 0.034, 0.008, 0.002, 0.006, 0.000, 0.000, 0.002, 0.023, 0.001, 0.006, 0.000, 0.000, 0.000, 0.000, 0.001, 0.002, 0.000, 0.001, 0.004, 0.038, 0.008, 0.000, 0.000, 0.001, 0.002], "homo_lumo_gap_ev": [7.00, 4.57], "relative_energy_kj_mol": 121.0, "s2": 6.0516, "lumo_energy_ev": [-12.208, -14.883], "multiplicity": 5, "total_charge": 4}